DFT (ωB97M-V with the def2-TZVPD basis set) results for a structure of composition C16H24Br4N4O2SV.

```
! RIJCOSX wB97M-V def2-TZVPD def2/J DEFGRID3
* xyz 1 3
V -0.72 -2.03 0.34
C -1.68 0.63 1.42
N -1.95 -0.28 0.28
C -1.64 0.43 -0.99
C -3.35 -0.75 0.31
C -3.53 -2.02 -0.51
N -2.55 -3.05 -0.12
C -2.47 -4.11 -1.15
C -2.89 -3.68 1.19
H -2.37 1.48 1.38
H -0.66 1.01 1.36
H -1.84 0.10 2.36
H -2.27 1.31 -1.08
H -1.82 -0.23 -1.84
H -0.60 0.75 -0.99
H -4.02 0.03 -0.07
H -3.62 -0.92 1.36
H -3.37 -1.81 -1.57
H -4.55 -2.40 -0.39
H -3.44 -4.59 -1.28
H -1.73 -4.85 -0.85
H -2.16 -3.67 -2.10
H -3.91 -4.07 1.15
H -2.84 -2.94 2.00
H -2.19 -4.48 1.39
Br 4.77 -6.13 0.19
C 3.62 -4.65 0.18
C 4.14 -3.36 0.00
Br 5.98 -3.08 -0.24
C 3.28 -2.26 -0.01
Br 3.81 -0.48 -0.25
C 1.94 -2.49 0.17
O 0.97 -1.51 0.19
C 1.40 -3.76 0.35
O 0.07 -3.79 0.49
C 2.25 -4.85 0.35
Br 1.48 -6.55 0.58
S 1.32 2.36 -0.01
C 1.52 4.03 -0.12
N 1.49 4.66 -1.31
C 1.71 6.09 -1.50
C 2.60 6.61 -0.38
C 2.00 6.22 0.96
N 1.75 4.78 0.97
H 1.34 4.07 -2.10
H 0.76 6.62 -1.50
H 2.18 6.24 -2.47
H 2.69 7.70 -0.44
H 3.60 6.18 -0.47
H 1.06 6.76 1.13
H 2.67 6.45 1.78
H 1.79 4.27 1.83
*
```

Output
HOMO-LUMO gap (alpha / beta)	6.3 / 6.5	eV
E_LUMO (alpha / beta)	-4.136 / -3.967	eV
⟨S²⟩	2.0180
E_HOMO (alpha / beta)	-10.4 / -10.5	eV
largest force on an atom	0.76	eV/A